# 1
Density functional theory data (ωB97M-V/def2-TZVPD) for a cluster of 2 separate species, C3H4F3NS in total in a non-equilibrium geometry.

```
12
Properties=species:S:1:pos:R:3:forces:R:3:lowdin_charge:R:1
S 2.0599 -1.1811 -1.7334 0.265 -0.849 -0.677 0.69
F 0.1299 -0.7220 1.8944 -0.096 0.450 0.792 0.15
F -0.8745 1.1471 1.2805 0.169 -0.109 0.693 0.11
F -2.1015 -0.6208 1.8650 1.291 0.856 0.644 0.06
N 1.4370 1.1907 -0.7570 -0.297 -0.188 -0.379 0.05
C -0.9074 -0.1970 1.2652 -2.131 -1.687 -2.361 -0.69
C 1.2103 -0.0783 -1.0175 -1.835 -0.780 0.966 -0.81
C -1.0125 -0.7267 -0.1347 1.725 -0.039 -2.254 0.08
H 0.7922 1.6021 -0.1320 -0.526 1.012 0.336 0.07
H 1.9624 1.7297 -1.4330 0.150 0.100 0.394 0.11
H -1.8051 -0.2939 -0.8438 1.359 -0.430 1.444 0.10
H -0.8908 -1.8499 -0.2539 -0.073 1.662 0.402 0.09
```
Positions in Å, forces in eV/Å.

HOMO level (spin up / spin down)   -8.37 / -8.09 eV
Kohn-Sham gap (spin up / spin down)   7.94 / 7.80 eV
LUMO energy (spin up / spin down)   -0.016 / -0.011 Ha
Net charge   0
ΔE to the lowest compared entry with this formula, charge and spin   58.7 kcal/mol

***

# 2
Density functional theory data (ωB97M-V/def2-TZVPD) for a structure of composition C39H30CaN9O2 in a non-equilibrium geometry.

```
81
Properties=species:S:1:pos:R:3:forces:R:3:lowdin_charge:R:1
Ca -0.1407 -0.2494 0.8494 -0.482 0.651 0.675 1.32
O 2.3745 -2.5151 -1.1917 -0.247 -0.119 -0.032 0.07
O 1.7501 1.8123 0.0731 -0.154 -0.224 0.023 0.01
N -0.9536 1.2676 2.5159 0.016 0.327 0.516 0.06
N -0.8816 0.9295 -1.2079 0.005 -0.155 -0.673 0.05
N -0.9364 -1.2308 -2.2171 0.005 0.052 0.743 0.10
N 1.8019 -0.4680 -0.2578 1.124 0.230 -1.193 -0.02
N -0.7312 2.7690 -2.6518 0.008 0.001 -0.156 0.14
N 1.5197 -0.0882 2.8424 -0.023 0.209 0.183 0.10
N -0.5884 -2.4473 1.6936 0.016 -0.727 0.036 0.01
N -3.0225 -0.0482 1.0841 -0.093 0.293 0.118 0.14
N -0.8804 -1.6404 -0.8810 -0.068 -0.222 -0.905 -0.11
C -0.0807 1.6265 3.4709 0.158 -0.297 -0.209 -0.19
C -0.9894 0.6346 -3.6672 -0.043 -0.346 0.189 -0.09
C -3.1631 1.2165 1.5241 0.267 -0.147 0.226 -0.23
C -0.6141 -4.2250 3.2903 -0.003 0.032 0.115 -0.04
C 2.7551 -0.6061 2.8429 -0.226 -0.027 -0.203 -0.30
C -1.1264 -0.1604 -4.8092 0.002 -0.007 -0.029 0.00
C 4.1964 -0.8121 -3.0706 0.021 0.034 -0.119 0.00
C -0.5566 -3.3644 0.7069 -0.119 0.353 -0.338 -0.26
C 3.1698 0.8424 -1.6599 -0.117 0.367 0.237 -0.10
C -0.5485 -4.7225 0.9584 0.092 -0.182 -0.053 0.00
C -1.7885 2.7763 4.6705 -0.028 0.057 0.086 -0.02
C -0.6102 -2.8810 2.9538 -0.027 0.136 -0.212 -0.13
C -2.6820 2.4289 3.6730 -0.127 0.055 0.046 0.00
C -1.1370 0.4193 -6.0590 0.015 0.091 0.053 -0.06
C 2.4520 -1.3052 -1.1655 0.221 0.296 0.471 -0.44
C -3.9237 -0.5119 0.2103 0.176 0.018 0.106 -0.30
C -0.8686 2.6039 -5.0706 0.011 0.010 -0.001 -0.01
C -0.4709 2.3661 4.5760 -0.018 0.142 0.022 0.00
C -0.5773 -5.1594 2.2732 -0.013 -0.141 -0.016 -0.03
C 3.6574 1.4049 3.7811 0.060 0.083 0.024 -0.03
C 3.8393 1.8830 -2.2686 0.073 -0.042 -0.101 0.00
C 4.8793 0.2240 -3.7069 -0.048 0.071 0.084 -0.06
C -2.2296 1.6619 2.6131 0.158 -0.243 -0.424 -0.21
C -5.0204 1.6181 0.0990 -0.040 0.115 0.013 -0.04
C 2.9507 -1.9947 2.3098 0.030 -0.041 0.046 -0.01
C 3.8442 0.1235 3.3120 0.102 -0.052 0.013 -0.01
C -0.5934 -2.8603 -0.6979 0.092 -0.339 0.568 -0.09
C 2.1862 0.8269 -0.5277 -0.088 -0.378 0.183 -0.46
C -3.8559 -1.9570 -0.1921 -0.031 0.018 0.038 -0.03
C -0.9461 0.0577 -2.3126 -0.004 0.297 -0.171 -0.27
C 3.3399 -0.4652 -2.0490 -0.150 -0.300 -0.060 -0.10
C -4.1289 2.0853 1.0555 -0.098 0.054 -0.072 -0.02
C 4.7036 1.5513 -3.3113 0.010 -0.075 -0.012 -0.07
C 1.3388 1.1419 3.3555 -0.434 -0.113 -0.018 -0.23
C -4.9302 0.3060 -0.3053 -0.043 -0.101 -0.093 -0.02
C -1.0042 1.8066 -6.1853 -0.018 -0.074 -0.092 -0.06
C -0.8637 2.0036 -3.8153 0.035 0.381 0.096 -0.18
C 2.3733 1.9271 3.8193 0.095 0.071 0.022 -0.01
C -0.7528 2.2003 -1.4475 -0.009 -0.287 0.290 -0.15
H 3.6845 -2.5288 2.9140 0.005 0.004 0.002 0.09
H 4.8281 -0.3269 3.2917 -0.012 0.025 0.011 0.12
H -1.0085 2.2631 -7.1665 0.000 -0.023 0.008 0.11
H -0.5162 -5.4233 0.1343 0.008 0.014 0.023 0.12
H -3.7248 2.7092 3.7287 0.025 0.011 0.033 0.12
H 5.5583 -0.0018 -4.5192 0.001 0.016 0.015 0.11
H -0.6379 -4.5194 4.3303 0.001 -0.015 -0.020 0.11
H -1.2429 -0.1966 -6.9414 0.002 0.017 0.002 0.11
H 2.0208 -2.5585 2.3115 -0.010 0.055 0.004 0.06
H 3.7047 2.9072 -1.9436 0.004 -0.024 -0.009 0.12
H 2.1842 2.9282 4.1805 0.029 -0.015 0.006 0.12
H -5.7879 2.2674 -0.3037 0.021 -0.011 0.016 0.12
H -0.3850 -3.5479 -1.5128 -0.056 0.003 -0.061 0.14
H 5.2546 2.3318 -3.8201 -0.002 -0.010 -0.005 0.10
H 4.3227 -1.8451 -3.3683 0.007 0.016 0.006 0.12
H -0.7653 3.6783 -5.1618 -0.003 -0.011 -0.004 0.12
H -0.5727 -6.2185 2.4965 0.001 0.020 0.001 0.12
H 0.2441 2.5953 5.3528 -0.030 0.013 0.010 0.12
H -0.5765 3.7615 -2.7135 -0.016 0.025 -0.075 0.16
H -3.3766 -2.0667 -1.1658 -0.034 0.007 0.013 0.07
H -4.1802 3.1023 1.4217 -0.007 -0.028 -0.005 0.12
H -0.6360 2.8754 -0.6074 0.005 -0.018 0.020 0.14
H 4.4993 1.9934 4.1227 -0.018 -0.009 -0.003 0.12
H -5.6360 -0.1066 -1.0151 0.017 0.013 0.014 0.12
H -0.6133 -2.1151 3.7208 0.002 0.008 -0.010 0.12
H -3.2932 -2.5282 0.5433 0.029 0.028 -0.023 0.07
H -1.2151 -1.2299 -4.6788 0.001 0.020 -0.030 0.11
H -4.8602 -2.3747 -0.2666 -0.004 0.032 0.004 0.09
H 3.3143 -1.9734 1.2819 -0.009 0.042 0.034 0.07
H -2.1224 3.3459 5.5283 0.003 -0.009 -0.017 0.12
```
Positions in Å, forces in eV/Å.

HOMO level   -10.65 eV
Kohn-Sham gap   7.97 eV
LUMO energy   -0.099 Ha
Net charge   +1
ΔE to the lowest compared entry with this formula, charge and spin   5.3 kcal/mol

***

# 3
Density functional theory data (ωB97M-V/def2-TZVPD) for the ion C11H17N2O2 with charge +1 in a non-equilibrium geometry.

```
32
Properties=species:S:1:pos:R:3:forces:R:3:lowdin_charge:R:1
O -0.7931 -1.6545 0.4737 -3.174 -0.624 -1.343 0.05
O 0.9672 -2.5794 1.5253 0.445 0.410 -0.982 0.03
N 1.5947 1.2365 0.4215 2.936 0.655 -0.645 -0.13
N 1.3654 -1.5998 -0.4983 0.650 -2.979 0.769 0.00
C 1.4670 -0.4626 -1.3764 -0.637 0.191 -2.116 -0.11
C 1.9409 -2.7421 -0.8043 -0.713 1.874 0.414 0.25
C 2.1701 0.7333 -0.7872 2.607 0.839 -0.912 -0.24
C -2.7699 -0.8453 -0.7190 0.879 2.024 1.176 0.00
C -3.6881 0.1766 -0.9909 -0.384 1.704 1.065 -0.06
C -1.8899 0.3914 1.2787 -0.909 -0.886 -3.812 -0.01
C 0.4770 -1.4823 0.7442 1.000 -2.898 1.518 -0.38
C -3.6579 1.3396 -0.1893 0.500 -0.184 0.700 -0.05
C -2.7515 1.4082 0.9309 -2.217 -0.131 -1.214 -0.06
C 2.0864 2.5988 0.7629 1.985 -2.347 2.565 -0.08
C -1.8231 -0.6473 0.3151 0.275 -0.267 0.417 -0.17
H 1.9972 -0.9631 -2.2639 -0.890 1.771 0.790 0.16
H 0.6898 -0.6084 1.2597 0.787 1.913 0.414 0.12
H 0.4035 -0.1455 -1.6230 1.075 -0.670 -0.077 0.17
H 3.2155 0.4214 -0.5876 -0.271 -0.039 0.174 0.13
H -4.4839 0.1956 -1.7560 0.822 -0.715 0.236 0.12
H 1.7787 -3.6806 -0.2589 -0.001 0.819 0.089 0.14
H -2.7289 -1.6541 -1.3705 0.286 -1.543 -0.757 0.10
H 0.4616 -2.8530 2.2954 -0.585 0.548 -0.101 0.13
H 1.9870 2.4966 1.9006 0.385 1.398 -1.512 0.11
H 0.6527 1.0910 0.3750 -3.211 0.629 0.125 0.04
H 2.6328 -2.7245 -1.6506 -0.406 -0.096 0.084 0.13
H 3.2102 2.6655 0.4987 -1.715 -0.415 0.621 0.11
H 1.6720 3.4745 0.3354 -1.128 0.576 -0.511 0.06
H -4.3817 2.1948 -0.3666 1.087 -1.264 0.253 0.13
H -1.2224 0.4144 2.0661 1.067 0.165 1.693 0.10
H 2.3741 1.5877 -1.5221 -0.899 -1.316 0.199 0.15
H -2.9534 2.2166 1.5814 0.355 0.859 0.678 0.10
```
Positions in Å, forces in eV/Å.

HOMO level   -12.29 eV
Structure (SMILES)   C=[N+](CCNC)[C@H](O)Oc1ccccc1
Kohn-Sham gap   7.74 eV
LUMO energy   -0.167 Ha
Net charge   +1
ΔE to the lowest compared entry with this formula, charge and spin   48.2 kcal/mol

***

# 4
Density functional theory data (ωB97M-V/def2-TZVPD) for a cluster of 15 separate species, C5H41N2O14 in total in a non-equilibrium geometry.

```
62
Properties=species:S:1:pos:R:3:forces:R:3:lowdin_charge:R:1
O 1.8554 2.4681 -0.2226 0.052 0.019 0.208 -0.07
O -2.5318 2.2357 -1.6179 0.294 -0.297 -0.309 -0.05
O 2.3373 2.0929 2.4935 -0.603 -0.158 0.075 -0.04
O 2.9018 -0.1919 -2.6105 -0.584 -0.450 -1.441 -0.05
O -0.5177 -3.4158 -3.3968 0.490 -0.315 0.172 -0.03
O -3.1714 -0.9526 -1.7313 -0.521 0.054 -0.487 -0.05
O -0.7140 -0.5515 -3.7117 0.596 -0.772 0.246 -0.07
O 4.0239 2.5267 -1.8572 -0.202 0.552 0.671 -0.04
O -0.2286 3.0259 2.9104 -0.339 -0.768 -0.283 -0.06
O -2.1213 -4.3948 -1.0848 0.288 -0.487 0.616 -0.05
O -0.7271 -1.1822 3.8714 0.807 0.515 0.675 -0.03
O -2.2747 0.8976 4.3866 0.781 -0.315 0.439 -0.08
O -3.0480 1.2439 1.8629 0.128 -0.655 0.210 -0.09
O -0.4593 2.2912 -3.7784 -0.274 -0.205 -0.522 -0.07
N -2.3828 -1.3547 0.7861 0.203 -0.465 -0.093 0.09
N -0.4138 0.9316 0.6331 1.203 0.560 0.678 0.24
C 3.3801 -1.6856 1.4951 1.489 0.681 1.367 -0.10
C -1.1385 -1.3727 0.1864 0.459 0.189 1.545 -0.14
C 1.2962 -0.8992 0.1885 0.273 0.873 -1.315 -0.19
C -0.1255 -0.5031 0.3687 -0.769 0.694 -1.509 -0.24
C 1.9476 -1.2520 1.4986 -1.069 -0.585 0.754 -0.26
H -3.2122 0.0079 -1.7943 0.234 0.302 0.016 0.02
H -3.0169 -2.0171 0.3738 -0.033 0.030 -0.128 0.08
H -0.0917 1.4465 -4.0824 0.055 -0.168 0.539 0.02
H -0.9833 1.4397 -0.0560 -0.718 -0.647 0.056 0.14
H -3.0763 2.1888 1.9966 -0.110 0.414 -0.072 0.05
H -0.8364 -2.3208 -0.2450 -0.256 -0.118 0.176 0.11
H 2.2923 3.2790 0.0677 -0.096 0.196 -0.488 0.07
H 3.7634 -1.6201 2.5287 -0.414 -0.481 -0.058 0.08
H -1.2470 -1.1943 3.0670 -0.367 -0.967 -0.226 0.03
H 0.4527 1.5312 0.5834 -0.457 -0.935 0.227 0.11
H -0.3828 -1.2956 -3.1689 -0.243 0.506 0.058 0.02
H -1.0921 -3.9557 -2.8423 -0.360 0.380 -0.179 0.01
H 1.9971 -0.4990 -2.4660 -0.012 0.163 0.651 0.01
H 2.4944 2.0941 -0.8711 0.026 0.292 0.162 0.04
H -2.3486 -4.8013 -0.2311 -0.314 0.291 -0.295 0.07
H 4.2946 1.6604 -2.1594 -0.112 -0.224 -0.535 0.03
H 1.7868 -0.4070 2.1838 0.264 0.043 -0.274 0.10
H 1.9263 -0.1051 -0.2193 -0.274 0.332 -0.221 0.09
H -0.8260 1.0303 1.5643 -0.350 0.631 -0.139 0.11
H 3.5800 3.0176 -2.5587 0.268 -0.418 -0.240 0.07
H -1.3196 -4.8935 -1.2834 0.064 -0.063 -0.016 0.04
H -4.0915 -1.2007 -1.8687 -0.021 -0.202 -0.093 0.06
H -2.9045 3.0819 -1.8715 -0.345 0.288 0.331 0.05
H 3.5261 -2.6962 1.1756 0.054 -0.588 -0.390 0.07
H 0.7100 2.8086 2.7229 -0.230 0.498 0.606 -0.01
H 2.2366 2.3186 1.5501 0.779 -0.215 0.334 0.00
H -1.1313 2.4107 -4.4627 0.005 0.420 0.061 0.06
H -1.9552 2.0717 -2.3830 0.421 -0.237 0.054 0.01
H -1.1258 -1.0954 -4.3901 -0.301 0.228 -0.367 0.05
H -0.7837 -1.9769 4.4165 -0.355 -0.050 -0.670 0.08
H -0.3734 3.9610 3.0492 0.407 0.200 -0.044 0.05
H 1.2547 -1.6166 -0.6445 0.522 -0.630 0.676 0.12
H 0.2791 -3.9571 -3.4873 -0.098 0.192 -0.191 0.06
H -1.6567 0.1253 4.4744 -0.569 0.424 -0.047 0.02
H -1.6691 1.6406 4.5295 -0.264 0.101 -0.156 0.05
H 4.1617 -1.0519 1.0481 -0.781 0.091 -0.724 0.08
H -2.9018 0.9002 2.7812 -0.074 0.472 -0.181 0.01
H 1.3111 -2.0257 1.9622 0.418 -0.053 -0.059 0.11
H 2.9162 -0.3708 -3.5773 0.624 0.343 0.664 0.07
H 3.0136 2.6150 2.9349 0.082 0.110 -0.350 0.08
H -2.8587 -0.4858 0.9833 0.226 0.383 -0.164 0.05
```
Positions in Å, forces in eV/Å.

HOMO level   -10.90 eV
Kohn-Sham gap   8.58 eV
LUMO energy   -0.085 Ha
Net charge   +1
ΔE to the lowest compared entry with this formula, charge and spin   70.4 kcal/mol

***

Question: Which value of ΔE to the lowest compared entry with this formula, charge and spin does entry 3 give?
Answer: 48.2 kcal/mol